C3H7Cl2O3P | the ωB97M-V functional and the def2-TZVPD basis

Structure (XYZ):
```
16
Properties=species:S:1:pos:R:3:forces:R:3:mulliken_charge:R:1
C -2.4786 0.8716 0.5084 -2.2121 -1.4473 0.5275 -1.108
C -1.4736 0.2804 -0.3873 2.1195 2.1904 -1.2669 -0.186
C -0.1947 1.1246 -0.1785 0.0556 -0.2939 0.0607 0.163
O 3.0723 -0.1941 0.3300 -1.7658 -0.3143 0.2947 -0.451
O 2.5890 -2.6308 0.0110 0.5769 0.7075 2.5792 -0.466
O 1.0317 -0.9402 -0.9362 -1.1036 0.0362 -0.9281 -0.519
P 1.7514 -1.2509 0.3103 2.9082 1.1002 0.0569 0.625
Cl 0.4584 2.2691 -1.2820 -0.4968 -0.7945 0.3475 -0.139
Cl 0.5785 1.0658 1.3293 -0.5050 0.1605 -0.1453 -0.082
H -3.0268 1.6033 0.0104 -0.6666 1.6837 -0.9527 0.362
H -2.0315 1.3212 1.3370 0.3431 0.4243 1.6891 0.342
H -3.2980 0.1903 0.7897 0.6029 -0.1698 0.3044 0.316
H -1.7354 0.6011 -1.4067 0.0353 -1.1764 -0.0365 0.254
H -1.2305 -0.7626 -0.2439 -0.0770 -0.1415 -0.2076 0.315
H 3.8494 -0.6761 0.5639 1.0736 -0.5249 0.2306 0.283
H 2.1384 -2.8725 -0.7555 -0.8882 -1.4400 -2.5534 0.290
```
Positions in Å, forces in eV/Å.

## Properties
Gap between HOMO and LUMO (spin up / spin down) ... 5.50 / 9.00 eV
HOMO (spin up / spin down) ... -7.7 / -9.1 eV



C3H8As6F36NO | the ωB97M-V functional and the def2-TZVPD basis

Structure (XYZ):
```
55
Properties=species:S:1:pos:R:3:forces:R:3:mulliken_charge:R:1
C -1.0948 -0.2763 2.9697 0.8800 0.8473 0.8350 -1.403
C -1.4810 -0.3407 1.5241 -1.1131 0.3573 0.6931 0.957
O -2.5749 -0.6542 1.1782 0.4042 -0.2157 -0.5241 -0.512
N -0.6106 0.4329 0.5392 -0.5668 -0.6221 0.9894 0.392
H -0.5876 1.3750 0.9853 -0.0118 -0.0125 -0.6233 0.237
H 0.3832 0.1394 0.5881 -0.1790 -0.3084 -0.4706 0.263
C -1.1584 0.4632 -0.8640 0.7000 1.0846 -0.1850 -1.102
H -0.0473 -0.0852 3.2055 0.1105 -0.2426 -0.3936 0.351
H -1.4333 -1.0544 3.6480 -0.0489 -0.6207 -0.7622 0.348
H -1.6065 0.6043 3.3817 -0.0227 0.1920 -0.3913 0.429
H -1.3126 -0.5119 -1.3116 0.2982 -0.1955 0.3427 0.387
H -0.4176 1.0658 -1.3888 0.0615 -0.4086 -0.3579 0.564
H -2.0759 1.0394 -0.9434 -0.1320 -0.1656 0.5975 0.315
As -2.8380 -1.8097 -4.4773 0.3463 0.5322 -0.2109 2.045
F -2.3491 -2.7562 -5.8692 -0.2399 -0.3618 0.0965 -0.532
F -4.0570 -0.9919 -5.4493 -0.2227 -0.2525 0.0892 -0.539
F -3.2640 -0.8218 -3.1032 -0.2985 0.0125 -0.2228 -0.491
F -1.7478 -2.6427 -3.4265 0.3548 0.1109 -0.4711 -0.470
F -1.7114 -0.6130 -5.0441 -0.0429 -0.3201 0.6582 -0.475
F -4.0292 -3.0294 -4.0712 -0.2481 0.1450 -0.1182 -0.539
As 3.5197 -0.4142 0.1167 -0.1874 -0.7647 0.3080 2.106
F 4.1714 -0.6471 -1.4734 0.0152 0.1909 -0.0996 -0.516
F 4.0170 1.2467 0.1060 0.1759 0.0200 -0.2165 -0.513
F 2.9001 -0.1386 1.7209 -0.0915 -0.1004 -0.1461 -0.522
F 2.9589 -2.0487 0.1392 0.2084 -0.0248 0.1184 -0.467
F 5.0556 -0.9481 0.7802 -0.0228 0.3235 0.0225 -0.552
F 1.9491 -0.0020 -0.5604 0.0394 0.4433 0.0935 -0.616
As -0.7832 4.5866 1.1019 0.2118 0.4432 0.0161 2.029
F 0.2540 5.2459 2.3408 -0.2011 0.0953 -0.0693 -0.509
F -0.3994 2.9771 1.6989 -0.3187 0.0192 0.1454 -0.673
F -1.8141 3.8919 -0.1033 -0.0465 -0.1111 0.1387 -0.481
F -1.1742 6.1856 0.5123 0.1487 0.0610 0.0317 -0.541
F 0.5708 4.4955 0.0418 -0.0694 0.0495 -0.0677 -0.463
F -2.1386 4.7400 2.1975 0.1081 -0.3305 -0.0109 -0.518
As -0.5107 -4.2741 1.1850 0.0550 -0.2271 -0.4187 2.088
F 0.3173 -3.0086 2.0187 -0.0637 0.0595 0.1310 -0.470
F -1.9191 -4.0590 2.2031 0.0186 -0.0523 -0.0393 -0.519
F -1.3265 -5.5640 0.3113 -0.1814 0.0145 0.2933 -0.550
F 0.8625 -4.5630 0.1694 0.0954 0.0277 0.1251 -0.500
F 0.0904 -5.4534 2.3370 -0.0441 -0.0176 -0.0314 -0.550
F -1.1425 -3.1141 0.0634 -0.0224 -0.0053 0.0627 -0.509
As 1.5656 -0.7943 6.4874 0.5831 -0.5852 -1.0971 2.020
F 2.9440 -0.7806 5.4344 0.1560 0.3744 0.2610 -0.482
F 2.4452 -1.9736 7.4452 -0.3425 -0.0271 0.3911 -0.537
F 0.1675 -0.9450 7.5307 0.1492 0.3174 0.1448 -0.519
F 0.8361 0.4228 5.4905 -0.3841 0.0563 0.3606 -0.466
F 0.8823 -2.0388 5.4941 -0.1188 -0.0170 0.2690 -0.473
F 2.2178 0.4744 7.5014 -0.0525 -0.0747 0.1339 -0.529
As 1.0760 2.4353 -6.3212 -0.6654 -1.2804 0.3352 2.017
F 0.4513 2.7297 -4.7384 0.1364 0.3830 -0.0886 -0.472
F 1.6527 0.8850 -5.7997 0.2276 0.1634 -0.1780 -0.481
F 1.6539 2.0931 -7.9460 0.2675 0.2248 -0.1082 -0.539
F 0.4925 3.9811 -6.8867 0.0730 0.2510 -0.0427 -0.522
F 2.6102 3.1493 -5.9024 -0.0182 0.1867 -0.1899 -0.507
F -0.4396 1.6943 -6.7676 0.1322 0.3585 -0.1482 -0.490
```
Positions in Å, forces in eV/Å.

## Properties
Gap between HOMO and LUMO ... 10.72 eV
HOMO ... -1.0 eV
ΔE to the lowest compared entry with this formula, charge and spin ... 42.3 kJ/mol
Charge ... -5



C38H28N3NiO2P | the ωB97M-V functional and the def2-TZVPD basis

Structure (XYZ):
```
73
Properties=species:S:1:pos:R:3:forces:R:3:mulliken_charge:R:1
Ni 0.0542 0.4348 0.2468 -0.5998 -0.8065 0.0470 -0.970
C -2.5880 -4.9048 2.0876 -0.0014 0.0235 0.0525 -0.463
C -2.6000 -4.9487 0.7011 -0.0011 -0.0296 -0.0471 -0.731
C -2.2144 -3.8380 -0.0355 -0.0088 -0.0217 0.0029 -0.311
C -1.8150 -2.6763 0.6192 0.0786 0.0007 0.1628 0.865
C -1.7982 -2.6376 2.0127 0.0195 -0.1010 -0.0099 -0.450
C -2.1869 -3.7489 2.7444 0.0059 -0.0210 -0.0450 -0.805
P -1.4048 -1.1509 -0.2555 0.5501 0.7552 -0.4345 1.153
C -0.9534 -1.6599 -1.9545 -0.0891 -0.1072 0.0507 0.100
C 0.0798 -2.5731 -2.1557 -0.0317 -0.0421 0.0647 -0.296
C 0.5129 -2.8785 -3.4342 0.0021 -0.0341 -0.0430 -0.728
C -0.0727 -2.2670 -4.5341 0.0125 -0.0127 0.0216 -0.615
C -1.0975 -1.3527 -4.3456 -0.0242 0.0076 0.0315 -0.652
C -1.5391 -1.0532 -3.0631 0.0120 0.0646 -0.0116 -0.547
C -2.9505 -0.2461 -0.4533 -0.0453 -0.0504 0.0982 0.326
C -4.1857 -0.7581 -0.7382 -0.0359 0.0130 -0.0498 -0.306
C -5.2776 0.1223 -0.9001 0.0560 -0.0429 0.0211 -0.957
C -5.1004 1.4707 -0.7496 -0.0133 -0.0057 0.0057 -0.727
C -3.8361 2.0179 -0.4180 -0.1084 0.0961 0.0165 0.687
C -3.6393 3.4013 -0.1899 -0.0382 -0.0554 -0.0153 -0.942
C -2.4059 3.8430 0.1876 0.0639 -0.0279 -0.0035 -1.105
C -1.3184 2.9462 0.3301 0.0255 0.0215 -0.0262 -0.074
C -1.4275 1.5927 0.0984 -0.3540 0.5501 -0.0780 0.508
C -2.7372 1.1422 -0.2699 0.0491 -0.1568 0.0445 0.043
H -2.8841 -5.7762 2.6579 -0.0019 0.0039 -0.0045 0.382
H -2.9067 -5.8522 0.1895 -0.0019 0.0034 0.0014 0.414
H -2.2158 -3.8795 -1.1177 -0.0069 0.0107 -0.0025 0.429
H -1.4483 -1.7486 2.5183 0.0394 0.0663 0.0146 0.277
H -2.1615 -3.7158 3.8258 -0.0056 -0.0056 -0.0014 0.419
H 0.5574 -3.0442 -1.3046 -0.0153 0.0043 0.0157 0.495
H 1.3199 -3.5865 -3.5728 0.0035 0.0151 0.0113 0.389
H 0.2718 -2.5011 -5.5332 -0.0007 -0.0002 0.0020 0.394
H -1.5621 -0.8707 -5.1967 0.0023 -0.0031 0.0015 0.423
H -2.3379 -0.3350 -2.9287 -0.0171 -0.0019 0.0125 0.339
H -4.3286 -1.8275 -0.8437 -0.0056 -0.0049 -0.0081 0.520
H -6.2558 -0.2765 -1.1365 -0.0028 0.0084 0.0031 0.420
H -5.9433 2.1436 -0.8619 0.0061 0.0057 -0.0027 0.388
H -4.4720 4.0857 -0.3025 0.0008 -0.0058 0.0014 0.366
H -2.2487 4.8986 0.3770 0.0177 -0.0062 0.0115 0.447
H -0.3657 3.3673 0.6306 0.0032 0.0180 -0.0118 0.225
C 1.7352 1.9979 4.1547 -0.0611 -0.0155 -0.1200 -0.947
C 0.8638 1.4165 3.2162 -0.0048 0.0639 0.0877 -0.300
N 1.0275 1.5472 1.9204 0.0610 0.1229 -0.0455 0.701
C 2.0738 2.2678 1.4698 -0.1326 -0.0973 -0.1050 -0.038
C 2.9973 2.8822 2.3166 0.1927 0.1247 0.0548 1.018
C 2.8012 2.7281 3.7012 0.0092 0.0052 0.0216 -0.891
C 4.0922 3.6305 1.7534 -0.1312 -0.0709 0.0152 -0.907
C 4.2303 3.7471 0.4170 -0.0824 -0.0639 -0.0721 -0.922
C 3.2910 3.1253 -0.4818 0.2140 0.1696 -0.0071 0.961
C 3.3949 3.2198 -1.8811 0.0009 -0.0102 0.0051 -0.964
C 2.4637 2.5964 -2.6669 -0.0537 -0.0552 0.0640 -0.937
C 1.4321 1.8734 -2.0490 -0.0658 -0.0227 -0.0961 -0.327
N 1.3104 1.7806 -0.7448 0.2146 -0.1161 0.1252 0.850
C 2.2244 2.3907 0.0354 -0.0761 -0.0048 0.1122 -0.032
H 1.5561 1.8532 5.2107 0.0026 0.0076 0.0011 0.444
H 0.0241 0.8135 3.5345 0.0216 0.0334 0.0088 0.399
H 3.4964 3.1890 4.3929 0.0027 -0.0063 -0.0023 0.424
H 4.7991 4.0986 2.4273 -0.0003 -0.0031 0.0007 0.415
H 5.0510 4.3103 -0.0099 0.0029 0.0000 0.0103 0.424
H 4.2129 3.7781 -2.3204 -0.0012 0.0008 0.0040 0.422
H 2.5166 2.6299 -3.7454 -0.0018 0.0160 -0.0035 0.449
H 0.6920 1.3451 -2.6377 0.0189 -0.0033 -0.0076 0.395
O 1.0745 -1.2979 2.6805 -0.0583 -0.1489 -0.1024 -0.612
C 1.7759 -1.3982 1.6869 -0.0108 0.0961 0.0059 0.289
C 3.1124 -2.1278 1.6767 -0.0332 -0.0503 -0.0011 -0.737
C 3.6309 -1.9149 0.2652 0.0352 0.0363 -0.0079 -0.705
C 2.5156 -1.1395 -0.4255 -0.1433 -0.0656 -0.0734 -0.005
O 2.5387 -0.8405 -1.6048 0.0176 0.1521 0.0289 -0.622
N 1.4971 -0.8551 0.4563 0.5320 -0.1807 0.2017 1.281
H 2.9433 -3.1723 1.9399 0.0036 -0.0018 -0.0279 0.291
H 3.7428 -1.6987 2.4556 0.0063 -0.0004 -0.0070 0.289
H 3.8297 -2.8268 -0.2969 -0.0203 -0.0244 0.0291 0.311
H 4.5366 -1.3083 0.2216 0.0021 -0.0125 0.0025 0.256
```
Positions in Å, forces in eV/Å.

## Properties
Gap between HOMO and LUMO ... 7.49 eV
HOMO ... -7.5 eV
ΔE to the lowest compared entry with this formula, charge and spin ... 22.5 kJ/mol



C8H17P | the ωB97M-V functional and the def2-TZVPD basis

Structure (XYZ):
```
26
Properties=species:S:1:pos:R:3:forces:R:3:mulliken_charge:R:1
C -1.9702 -0.9212 -1.6550 -2.0722 -1.7139 1.0793 -1.289
C -1.7449 -1.7025 -0.3895 0.9712 -1.5828 -0.6978 -0.393
C -0.2557 -1.8042 -0.1550 2.5338 -0.4422 0.6933 -0.892
C 0.4285 -0.5249 0.4643 -0.6863 -2.0316 3.2723 1.165
C -0.0864 -0.1947 1.9742 -1.0668 -1.3998 -4.3856 -1.705
C 1.9136 -0.8212 0.5121 -1.9128 -3.4426 0.3230 -1.889
H -3.0154 -0.7367 -1.7620 -0.8244 0.2986 -0.4075 0.368
H -1.5021 -0.0565 -1.4609 1.5517 3.6375 0.0914 0.320
H -1.5824 -1.3237 -2.5445 0.5631 -0.9424 -0.9864 0.347
H -2.2128 -2.6909 -0.4345 0.1328 -0.0083 -0.0328 0.334
H -2.1358 -1.2347 0.4826 -0.7470 0.6646 0.5526 0.275
H 0.3921 -1.9088 -1.0893 -1.3728 -0.3253 0.6345 0.288
H 0.0545 -2.6988 0.4950 -0.5756 1.1565 -0.7316 0.329
H 0.0979 0.2954 -0.0827 0.1893 1.6112 -1.4439 0.051
H -0.9774 0.3799 1.8567 -0.7849 0.4059 0.3141 0.374
H 0.5615 0.2786 2.5960 2.1980 1.4987 1.4892 0.503
H -0.3109 -1.1476 2.3398 -0.5616 -1.4104 1.1217 0.407
H 2.1238 -1.6585 1.2851 -0.5067 1.1728 -1.1767 0.369
H 2.4386 -0.0221 0.8369 2.0690 2.6224 0.5816 0.618
H 2.1601 -1.2325 -0.4552 0.8967 0.2081 -0.2772 0.419
C 1.4856 2.8251 -0.0586 0.8150 -0.8859 0.6702 0.028
P 1.4408 4.2216 0.8308 -0.2773 -1.0300 -1.3535 -0.130
C 0.5246 3.5830 -0.7944 -1.5577 0.8684 0.1011 -0.761
H 1.8997 1.8465 -0.3224 0.1316 0.4767 0.6502 0.422
H -0.5753 3.3522 -0.6789 1.2667 0.2744 -0.2983 0.207
H 0.8481 3.8971 -1.7905 -0.3730 0.3197 0.2167 0.236
```
Positions in Å, forces in eV/Å.

## Properties
Gap between HOMO and LUMO ... 9.22 eV
HOMO ... -9.0 eV
SMILES ... CCCC(C)C.C1=PC1
ΔE to the lowest compared entry with this formula, charge and spin ... 166.9 kJ/mol



C3H11O3 | the ωB97M-V functional and the def2-TZVPD basis

Structure (XYZ):
```
17
Properties=species:S:1:pos:R:3:forces:R:3:mulliken_charge:R:1
C 1.0117 0.2924 0.7688 -0.6373 -0.2011 -0.3639 -0.555
O 0.8603 -0.4358 -0.3776 -0.1932 -0.0661 -0.0291 -0.920
C -0.2917 0.4242 1.6114 -0.1211 -0.2511 0.1770 0.024
C -0.9822 1.7649 1.4522 -0.2576 0.4321 0.1843 -1.362
H 1.7977 -0.1189 1.4362 0.1027 0.0804 -0.0268 0.219
H 1.2772 1.3315 0.5125 0.4414 0.3472 0.2442 0.262
H -0.9943 -0.3520 1.2926 0.1696 -0.0798 -0.1087 0.024
H -0.0964 0.2285 2.6750 0.0329 0.1288 0.0051 0.336
H -1.9680 1.8047 1.9258 -0.0230 -0.1368 0.0924 0.369
H -0.4042 2.5797 1.8959 0.1381 -0.0077 -0.0164 0.317
H -1.1433 2.0218 0.4076 0.1224 -0.1158 -0.2352 0.322
H -0.8391 -2.3900 0.4150 0.0487 -0.0736 -0.1796 0.303
H -0.5339 -1.8803 -0.9382 0.1359 -0.0735 0.3211 0.408
O -1.0303 -2.6067 -0.5060 -0.0592 0.1556 -0.0435 -0.698
H 0.4962 0.3811 -1.6939 0.2702 -0.4321 0.0704 0.446
H 1.2929 1.0926 -2.8173 0.0191 -0.0612 0.0176 0.259
O 0.4198 0.7331 -2.6443 -0.1897 0.3547 -0.1087 -0.753
```
Positions in Å, forces in eV/Å.

## Properties
Gap between HOMO and LUMO ... 7.74 eV
HOMO ... -3.6 eV
ΔE to the lowest compared entry with this formula, charge and spin ... 35.4 kJ/mol
Charge ... -1



Calculated energy, -1605.9078; -17259.6410; -3629.3960; -656.2243; -346.6390 Eh (same order as the records).